(1)
Here is C30H34Br2N10OS4Sr as an isolated structure in a non-equilibrium geometry from the OMol25 dataset. Energies are from ωB97M-V/def2-TZVPD.

```
! wB97M-V def2-TZVPD RIJCOSX def2/J DEFGRID3
* xyz 2 1
Sr 1.3646 0.2998 0.6470
Br -2.0658 4.0093 5.6224
C -1.1463 3.0348 4.3269
C -0.3801 3.6880 3.3814
C 0.2627 2.9087 2.4414
N 0.1872 1.5720 2.4139
C -0.5380 0.9449 3.3554
C -1.2302 1.6524 4.3211
C -0.5405 -0.5576 3.3162
C -0.9848 -1.3052 4.3932
C -0.9257 -2.6837 4.3210
Br -1.4718 -3.7094 5.7817
C -0.4453 -3.2970 3.1827
C -0.0334 -2.4812 2.1477
N -0.0635 -1.1429 2.2018
H -0.2865 4.7674 3.3746
H 0.8729 3.3765 1.6707
H -1.8426 1.1554 5.0608
H -1.3657 -0.8353 5.2899
H -0.3901 -4.3753 3.1017
H 0.3355 -2.9153 1.2241
N 5.0026 -0.8984 -0.1307
C 4.3926 -0.0912 -1.0406
N 3.2281 0.5197 -0.8690
C 2.8668 1.2078 -2.0386
C 3.7447 1.1087 -3.0519
S 5.0901 0.1430 -2.6004
C 1.6172 1.9981 -2.1012
C 1.2733 2.7859 -3.1374
S -0.2235 3.5746 -2.8294
C -0.3083 2.8014 -1.2904
N 0.6979 1.9888 -1.0375
N -1.3198 3.0812 -0.4201
H 4.7320 -0.8252 0.8420
H 5.9501 -1.1828 -0.3102
H 3.6936 1.5491 -4.0408
H 1.8174 2.9760 -4.0558
H -2.0925 3.6248 -0.7660
H -1.5831 2.3719 0.2460
C 3.6336 -3.1784 2.9231
N 3.0649 -2.4309 4.0425
C 2.9498 -1.0993 4.0920
S 3.4122 -0.1063 2.7759
N 2.4620 -0.5989 5.2384
C 2.3560 0.8231 5.5813
H 3.5350 -4.2396 3.1410
H 4.6872 -2.9442 2.7840
H 3.1055 -2.9568 2.0033
H 2.8718 -2.9511 4.8834
H 2.4027 -1.2345 6.0183
H 3.2553 1.1808 6.0800
H 1.5045 0.9602 6.2442
H 2.2091 1.4021 4.6818
C -1.3350 -1.9779 -5.8683
C -0.0148 -1.8571 -5.1064
C 0.1097 -0.5505 -4.3342
N -0.9014 -0.4221 -3.2603
C -0.7692 -0.8881 -2.0324
S 0.6262 -1.6780 -1.4563
N -1.7975 -0.7096 -1.1150
C -2.8805 0.2191 -1.0753
O -3.0419 0.8355 -0.0480
C -3.7736 0.3434 -2.2481
C -4.4385 1.5495 -2.4496
C -5.3083 1.6887 -3.5170
C -5.5383 0.6116 -4.3671
C -4.9073 -0.6072 -4.1436
C -4.0226 -0.7426 -3.0858
H -1.3646 -2.9033 -6.4466
H -1.4668 -1.1441 -6.5678
H -2.1941 -1.9916 -5.1870
H 0.8234 -1.9077 -5.8075
H 0.0979 -2.6880 -4.4052
H -0.0354 0.3007 -5.0013
H 1.0891 -0.4726 -3.8777
H -1.8022 -0.0596 -3.5289
H -1.5123 -0.9757 -0.1913
H -4.2683 2.3700 -1.7603
H -5.8205 2.6305 -3.6792
H -6.2250 0.7178 -5.1987
H -5.1168 -1.4551 -4.7859
H -3.5527 -1.7019 -2.8876
*
```

HOMO level (eV): -12.687
Relative energy (zero: lowest compared OMol25 entry of this formula, charge and spin) (kcal/mol): 14.4
Molar mass (g/mol): 926.37
Largest force on an atom (eV/A): 1.5
DFT total energy (hartree): -8557.6856



(2)
Here is one molecule with the formula CH4BF in a non-equilibrium geometry from the OMol25 dataset. Energies are from ωB97M-V/def2-TZVPD.

```
! wB97M-V def2-TZVPD RIJCOSX def2/J DEFGRID3
* xyz 0 1
B 0.6829 -0.6581 0.0594
C -0.3718 0.3975 -0.1231
F -1.6323 -0.1632 -0.0517
H 1.6893 -0.2500 0.3952
H 0.3186 -1.6838 -0.2607
H -0.2775 1.1565 -0.8835
H -0.4092 1.2012 0.8643
*
```

HOMO level (eV): -11.401
Relative energy (zero: lowest compared OMol25 entry of this formula, charge and spin) (kcal/mol): 12.8
Molar mass (g/mol): 45.85
Largest force on an atom (eV/A): 5.1
DFT total energy (hartree): -165.1389



(3)
Here is C30H19INO9S2 as an isolated structure in a non-equilibrium geometry from the OMol25 dataset. Energies are from ωB97M-V/def2-TZVPD.

```
! wB97M-V def2-TZVPD RIJCOSX def2/J DEFGRID3
* xyz -1 1
O 1.5771 -5.1145 2.2436
C 1.5921 -4.3450 1.3698
I 3.0898 -2.7214 1.3879
C 0.7286 -4.2933 0.1487
S -0.7526 -5.3240 0.2098
O -0.3777 -6.6409 0.6314
O -1.2131 -5.2288 -1.1641
N -1.7628 -4.6571 1.2260
S -2.2477 -3.1863 0.8372
O -3.6206 -2.9969 1.2296
O -1.3148 -2.1988 1.3447
H 1.3302 -4.6639 -0.6820
H 0.4404 -3.2622 -0.0341
H -2.1944 -3.1001 -0.5083
C -5.9917 0.8547 1.3500
C -5.6062 -0.4807 1.3376
C -5.9120 -1.2835 0.2520
C -6.6157 -0.7542 -0.8232
C -7.0237 0.5865 -0.8006
C -6.6994 1.3879 0.2854
C -7.8154 1.1691 -1.9156
O -8.1681 2.3320 -1.9043
C -8.1777 0.2796 -3.0587
C -8.9624 0.7846 -4.0882
C -9.2970 -0.0216 -5.1616
C -8.8423 -1.3354 -5.2159
C -8.0646 -1.8442 -4.1906
C -7.7365 -1.0425 -3.1052
C -6.9216 -1.6233 -1.9928
O -6.5337 -2.7689 -2.0521
H -5.7413 1.4809 2.1965
H -5.0606 -0.9033 2.1699
H -5.6005 -2.3173 0.2465
H -7.0056 2.4247 0.2921
H -9.3085 1.8077 -4.0399
H -9.9120 0.3722 -5.9604
H -9.0991 -1.9629 -6.0593
H -7.7098 -2.8650 -4.2223
C 9.0398 6.1000 1.7237
C 10.1660 5.3662 1.3657
C 10.0723 3.9988 1.1752
C 8.8538 3.3558 1.3518
C 7.7289 4.0889 1.7315
C 7.8248 5.4633 1.9068
C 6.4177 3.4152 1.9710
O 5.4425 4.0586 2.2959
C 6.3508 1.9367 1.8063
C 5.1580 1.2779 2.0744
C 5.0691 -0.0957 1.9154
C 6.1770 -0.8153 1.4796
C 7.3705 -0.1655 1.2151
C 7.4671 1.2092 1.3841
C 8.7689 1.8828 1.1246
O 9.7377 1.2587 0.7443
H 9.1133 7.1703 1.8642
H 11.1174 5.8644 1.2338
H 10.9414 3.4219 0.8917
H 6.9458 6.0253 2.1896
H 4.3008 1.8449 2.4099
H 4.1227 -0.5968 2.1361
H 6.1099 -1.8871 1.3497
H 8.2344 -0.7223 0.8801
*
```

HOMO level (eV): -6.612
Molar mass (g/mol): 728.52
Largest force on an atom (eV/A): 1.1
DFT total energy (hartree): -2980.7123



(4)
Here is a 5-piece molecular cluster, C2H15N2O4 overall in a non-equilibrium geometry from the OMol25 dataset. Energies are from ωB97M-V/def2-TZVPD.

```
! wB97M-V def2-TZVPD RIJCOSX def2/J DEFGRID3
* xyz 1 1
C 2.4510 1.1238 1.1674
N -0.0592 -1.0269 -0.3969
C 1.0504 -0.3123 -0.0589
N 1.1640 0.4010 1.0863
H 2.5316 2.2971 1.0809
H 3.2212 0.6541 0.5837
H 2.7515 1.1464 2.2372
H -0.9584 -0.8901 0.0002
H 0.0121 -1.4862 -1.3047
H 1.8898 -0.3747 -0.8117
H 0.3126 0.3965 1.7423
H -1.1613 -0.6633 -4.3377
H -2.3656 -1.7536 -3.7909
O -1.4984 -1.3278 -3.6299
H -1.7038 4.0337 1.1922
H -1.7422 4.9153 2.4684
O -1.1289 4.4834 1.8641
H -1.4384 -0.0943 2.9049
H -2.2498 0.4128 1.7355
O -1.2959 0.2549 2.0220
H 0.9820 -4.2059 -2.0465
H -0.5135 -3.8623 -1.6123
O 0.3843 -3.5371 -1.6959
*
```

HOMO level (eV): -13.791
Relative energy (zero: lowest compared OMol25 entry of this formula, charge and spin) (kcal/mol): 36.5
Molar mass (g/mol): 131.15
Largest force on an atom (eV/A): 4.1
DFT total energy (hartree): -495.4140